This record from OMol25 describes C5H8O in the gas phase. The level of theory is the ωB97M-V functional and the def2-TZVPD basis.

Last column: Mulliken charge in e.
Element x y z (Å)
C (-0.97113, -0.26738, -1.46778)  -1.39
C (0.20512, -0.04592, -0.54008)  0.41
C (0.22023, 1.14011, 0.47708)  -0.84
C (0.68952, 0.13672, 1.53236)  -0.12
O (-0.40865, -0.74921, 1.71306)  -0.44
C (0.48544, -0.99528, 0.63022)  -0.35
H (-1.91184, -0.31469, -0.91067)  0.32
H (-0.84810, -1.20653, -2.01946)  0.34
H (-1.04320, 0.54401, -2.20150)  0.34
H (1.13790, 0.00347, -1.11602)  0.30
H (-0.76753, 1.54203, 0.72534)  0.28
H (0.90045, 1.95621, 0.22409)  0.29
H (1.42379, 0.24922, 2.32157)  0.42
H (0.94993, -1.97647, 0.61332)  0.43

Output
* total charge: 0
* structure (SMILES): C[C@H]1C[C@H]2O[C@@H]12
* energy relative to the best compared isomer or geometry (same formula, charge and spin): 50.4 kcal per mole
* frontier orbital gap: 10.95 eV

***

This record from OMol25 describes C5H8O in the gas phase. The level of theory is the ωB97M-V functional and the def2-TZVPD basis.

Last column: Mulliken charge in e.
Element x y z (Å)
C (1.23388, 1.35294, -0.31826)  -1.25
C (0.23515, 0.26672, -0.00631)  0.76
C (-0.97641, -0.02504, -0.84125)  -0.53
C (-1.43955, -0.40149, 0.55801)  -0.42
C (-0.43674, -1.52256, 0.89481)  -0.31
O (0.78126, -0.98167, 0.35821)  -0.44
H (1.93654, 1.49071, 0.50800)  0.33
H (1.79989, 1.07010, -1.21273)  0.33
H (0.72718, 2.30057, -0.51881)  0.35
H (-0.81829, -0.82244, -1.56941)  0.24
H (-1.48589, 0.84230, -1.26316)  0.27
H (-0.39061, 0.60790, 0.98437)  0.12
H (-0.72696, -2.46784, 0.41402)  0.29
H (-0.30685, -1.69409, 1.96948)  0.25

Output
* total charge: 0
* energy relative to the best compared isomer or geometry (same formula, charge and spin): 111.8 kcal per mole
* frontier orbital gap: 9.26 eV

***

This record from OMol25 describes C5H8O in the gas phase. The level of theory is the ωB97M-V functional and the def2-TZVPD basis.

Last column: Mulliken charge in e.
Element x y z (Å)
O (-1.93264, 0.44748, 0.54506)  -0.56
C (-0.92056, 0.19647, -0.41559)  0.16
C (0.27000, 1.17681, -0.27457)  -0.90
C (1.35522, 0.34224, 0.36399)  -0.32
C (1.04479, -0.95268, 0.37499)  -0.38
C (-0.30006, -1.21383, -0.25593)  -0.66
H (-1.50938, 0.73734, 1.35992)  0.33
H (-1.42148, 0.30121, -1.38193)  0.30
H (-0.02101, 2.05004, 0.32440)  0.34
H (0.59706, 1.56515, -1.24858)  0.29
H (2.28442, 0.76713, 0.73546)  0.40
H (1.68412, -1.74416, 0.75865)  0.40
H (-0.18378, -1.71307, -1.22785)  0.28
H (-0.95648, -1.84515, 0.35340)  0.32

Output
* total charge: 0
* structure (SMILES): OC1CC=CC1
* energy relative to the best compared isomer or geometry (same formula, charge and spin): 17.3 kcal per mole
* frontier orbital gap: 10.47 eV

***

Number 1: total energy -7360.070 eV. Number 2: total energy -7357.407 eV. Number 3: total energy -7361.507 eV.